(1)
Density functional theory data (ωB97M-V with the def2-TZVPD basis set) for a gas-phase ion, C4H8N2P (charge +1) in a non-equilibrium geometry.

XYZ file:
```
15
Properties=species:S:1:pos:R:3:forces:R:3:lowdin_charge:R:1
C -0.842877 -0.194106 -1.436540 0.06 -0.16 -0.32 -0.03
C -0.801384 0.006469 0.054973 1.63 -0.04 -0.36 -0.32
C -2.089359 0.136340 0.583442 -2.98 0.31 0.73 -0.50
P -3.668746 0.280660 0.604250 2.82 -0.21 0.45 0.98
N 0.408728 0.046076 0.596623 -0.92 0.18 -0.16 -0.15
C 1.586857 -0.044504 -0.250216 0.72 -0.08 -0.53 0.01
N 0.791595 0.008520 1.926376 -1.06 -0.34 0.52 0.14
H -0.508689 0.701302 -1.953438 0.10 0.18 -0.04 0.11
H -1.852943 -0.403769 -1.766444 0.01 0.00 0.10 0.08
H -0.204790 -1.018459 -1.742088 0.09 -0.08 -0.04 0.10
H 1.697816 -1.052197 -0.652645 -0.07 0.02 0.06 0.12
H 2.467054 0.159016 0.354358 -0.12 0.03 0.00 0.11
H 1.545693 0.667734 -1.070278 -0.08 0.00 0.06 0.11
H 0.011515 -0.020529 2.573692 -0.10 0.06 -0.17 0.12
H 1.459531 0.727446 2.177938 -0.09 0.14 -0.30 0.12
```
Forces are in eV/Å.

The structure (SMILES) is C/C(C#P)=[N+](\C)N. For the largest force on an atom, the calculation gives 3.080 eV/Å. Its total charge is +1. As for the LUMO energy (spin up / spin down): -5.6 / -5.6 eV. The value obtained for the HOMO energy (spin up / spin down) is -13.77 / -13.77 eV. For the frontier orbital gap (spin up / spin down), the calculation gives 8.2 / 8.2 eV.

***

(2)
Density functional theory data (ωB97M-V with the def2-TZVPD basis set) for 3 unconnected molecules or ions with the total composition C7H20NO2 in a non-equilibrium geometry.

XYZ file:
```
30
Properties=species:S:1:pos:R:3:forces:R:3:lowdin_charge:R:1
C 2.428705 -1.481275 -1.070614 0.24 -1.02 2.14 -0.04
C 1.376851 -0.507051 -0.520174 1.49 0.45 -2.74 -0.36
C 0.005838 -1.103681 -0.586967 -0.61 -2.29 -1.73 -0.15
C -0.950700 -0.528590 0.405301 -2.10 -0.95 -0.23 -0.36
C -1.327484 -1.182666 1.515470 -1.21 2.74 -0.23 0.07
C -1.775500 0.659645 -0.025669 -0.40 1.06 1.45 -0.17
C -0.975949 1.987294 0.164990 -0.49 -0.12 -2.47 -0.08
N 1.815907 -0.096619 0.845727 -1.13 2.40 2.24 0.20
H 3.445083 -1.145532 -1.013384 0.51 0.66 -0.10 0.08
H 2.455907 -2.454197 -0.494268 -0.37 1.08 0.06 0.11
H 2.278223 -1.880082 -2.022005 -0.66 0.09 -1.91 0.07
H 1.256225 0.445726 -1.162925 0.93 -1.14 1.31 0.18
H -0.326730 -1.086358 -1.727864 0.38 0.81 2.36 0.16
H 0.061341 -2.221432 -0.516741 0.11 0.77 0.74 0.14
H -2.141333 -0.733388 2.155171 0.89 -0.59 -0.81 0.10
H -0.900627 -2.035926 1.902123 1.02 -1.94 0.50 0.05
H -2.127671 0.502402 -1.066753 0.25 0.38 0.65 0.11
H -2.650689 0.714935 0.680024 0.61 -0.13 -0.95 0.12
H -0.321034 2.042669 0.982167 0.60 -0.36 1.35 0.02
H -0.365892 2.138276 -0.716967 0.49 -0.08 -0.39 0.06
H -1.523714 2.918022 0.164271 -0.82 -0.02 0.22 0.08
H 2.506051 0.700239 0.935085 -0.65 -1.14 -0.86 0.20
H 2.175085 -0.807158 1.531213 -0.80 0.27 -1.06 0.19
H 0.915014 0.359997 1.252552 1.36 -1.08 0.27 0.13
H -0.945868 0.650674 3.464630 1.69 1.23 -0.63 0.09
H -0.030525 1.966164 3.274675 -0.40 1.15 0.69 0.04
O -0.100828 1.047899 3.089034 -0.94 -2.25 0.13 -0.07
H -0.708215 0.735198 -4.108172 -1.34 -0.56 0.37 0.06
H -2.270548 0.296552 -3.717079 2.63 -0.05 -0.19 0.09
O -1.276929 0.098251 -3.612853 -1.28 0.63 -0.18 -0.11
```
Forces are in eV/Å.

For the largest force on an atom, the calculation gives 3.468 eV/Å. Its total charge is +1. As for the LUMO energy: -3.0 eV. The value obtained for the HOMO energy is -13.04 eV. For the frontier orbital gap, the calculation gives 10.1 eV.

***

(3)
Density functional theory data (ωB97M-V with the def2-TZVPD basis set) for 2 unconnected molecules or ions with the total composition C4H7N2O in a non-equilibrium geometry.

XYZ file:
```
14
Properties=species:S:1:pos:R:3:forces:R:3:lowdin_charge:R:1
C -3.680536 -0.286569 -0.628372 1.48 0.09 0.67 0.04
C 1.491633 -0.385641 0.425318 -1.10 0.45 -0.98 -0.47
C 2.131574 -0.514493 -0.858234 2.29 -1.42 0.60 0.03
C -0.590608 0.758695 1.001163 0.22 1.26 0.29 0.13
N -2.630346 0.007813 -0.293033 0.16 0.38 -0.08 0.09
N 0.478432 0.711807 0.290308 0.47 2.42 0.74 0.11
O 1.583206 -0.947533 1.432120 0.15 -1.15 2.02 0.23
H -4.601698 -0.711267 -0.814906 -1.60 -0.41 -0.56 0.06
H 2.077533 0.427232 -1.314312 -0.18 0.89 -1.48 0.07
H 1.556722 -1.327634 -1.326086 0.59 0.30 -0.52 0.14
H 3.222182 -0.715591 -0.678336 -1.08 -0.44 -0.52 0.14
H -0.854694 -0.130324 1.471624 -0.23 -1.74 0.65 0.08
H 1.029861 1.526278 -0.112241 -1.96 -0.62 0.56 0.20
H -1.213260 1.587229 1.404986 0.80 0.01 -1.37 0.14
```
Forces are in eV/Å.

For the largest force on an atom, the calculation gives 2.759 eV/Å. Its total charge is +1. As for the LUMO energy: -5.2 eV. The value obtained for the HOMO energy is -15.71 eV. For the frontier orbital gap, the calculation gives 10.5 eV.

***

(4)
Density functional theory data (ωB97M-V with the def2-TZVPD basis set) for a molecular structure, H10IO5 in a non-equilibrium geometry.

XYZ file:
```
16
Properties=species:S:1:pos:R:3:forces:R:3:lowdin_charge:R:1
I -0.050962 0.335456 -0.702727 -0.52 5.71 -13.71 1.58
O -0.035713 1.506466 1.534228 0.54 6.69 4.59 -0.24
H -0.014587 1.356561 0.589074 -0.02 3.23 1.83 -0.32
H 0.376117 2.362660 1.650694 0.38 0.87 -0.12 0.04
O 1.398601 -1.500784 -1.676197 2.84 -3.79 -1.74 -0.24
H 1.391066 -1.804837 -0.768596 0.00 -0.10 0.24 -0.01
H 0.965304 -0.647773 -1.647133 1.48 -1.04 -1.80 -0.32
O -2.338129 -0.082448 -2.075099 -3.24 -0.71 -1.90 -0.21
H -2.184562 0.524947 -2.798782 0.05 0.12 -0.13 0.00
H -1.588680 0.043321 -1.493088 -1.37 -0.25 -0.53 -0.33
O -0.592366 -0.347013 1.625134 -7.06 -5.45 5.42 -0.27
H -0.411530 -0.100622 0.718038 -2.51 -2.56 4.83 -0.36
H -1.509229 -0.621917 1.620920 -0.90 -0.06 -0.23 0.05
O 1.257130 -0.437689 1.401884 7.16 -2.70 2.54 -0.21
H 2.197503 -0.609650 1.450426 0.94 0.02 -0.14 0.05
H 1.140038 0.023323 0.571222 2.22 0.01 0.85 -0.20
```
Forces are in eV/Å.

For the largest force on an atom, the calculation gives 14.866 eV/Å. Its total charge is -1. As for the LUMO energy: 3.3 eV. The value obtained for the HOMO energy is -4.03 eV. For the frontier orbital gap, the calculation gives 7.4 eV.